This record from the OMol25 dataset describes a molecular structure, C16H12AuBrN5O5S in a non-equilibrium geometry. The level of theory is ωB97M-V with the def2-TZVPD basis set.

Results
**Total charge**: -1
**Molecular weight**: 663.24 g/mol
**Kohn-Sham gap**: 7.45 eV
**Energy relative to the best compared isomer or geometry (same formula, charge and spin)**: 17.8 kcal/mol
**E_HOMO**: -0.1997 hartree

Element x y z (Å)
Au 2.16826 -0.77365 -0.49721
O 0.91886 -2.92595 -2.90821
C 0.63436 -3.11035 -1.73981
N 1.10856 -2.44825 -0.67611
S 0.55946 -2.99605 0.76699
O 1.61856 -3.54865 1.56959
O -0.28744 -2.03295 1.42779
C -0.44594 -4.30965 0.05859
C -1.24234 -5.27655 0.62799
C -1.93884 -6.13115 -0.22111
C -1.83534 -6.00475 -1.59921
C -1.01014 -5.04185 -2.15931
C -0.31394 -4.19475 -1.31101
H -1.31414 -5.36345 1.70149
H -2.56844 -6.90325 0.19899
H -2.39754 -6.67135 -2.24041
H -0.89464 -4.92815 -3.22581
Br -1.83634 4.25905 2.60339
C -0.18404 3.48625 2.01919
C -0.04164 2.11415 2.00219
C 1.13466 1.57305 1.50819
C 2.14446 2.39935 1.03449
C 1.98776 3.77895 1.11829
C 0.82146 4.33765 1.60289
C 3.45206 1.88955 0.41409
O 4.42756 2.62345 0.52109
O 3.45726 0.77575 -0.18461
H -0.83854 1.46955 2.34339
H 1.25026 0.49725 1.48249
H 2.79676 4.41015 0.78299
H 0.69466 5.41025 1.66009
N -1.18974 5.00855 -0.81321
C -1.19124 3.65045 -0.91301
N -2.35544 3.01315 -0.61271
N -0.12564 3.08165 -1.35711
C 0.04186 1.80915 -1.55051
N 0.30506 0.70205 -1.73921
H -1.82604 5.44015 -0.16381
H -0.27394 5.41865 -0.89951
H -3.07884 3.50285 -0.11071
H -2.33154 2.00985 -0.52151

=====

This record from the OMol25 dataset describes a single C31H34N4O7 molecule. The level of theory is ωB97M-V with the def2-TZVPD basis set.

Results
**Molecular weight**: 574.63 g/mol
**Kohn-Sham gap**: 8.10 eV
**Energy relative to the best compared isomer or geometry (same formula, charge and spin)**: 3.6 kcal/mol
**SMILES string**: COCCNC(=O)Cn1c(=O)n(Cc2ccc(C(=O)NCCc3ccc(OC)c(OC)c3)cc2)c(=O)c2ccccc21
**E_HOMO**: -0.2896 hartree

Element x y z (Å)
C -2.80462 -1.50704 1.92649
O -2.07726 -1.31300 0.73240
C -1.50356 -2.48027 0.19271
C -2.53668 -3.40324 -0.48404
N -3.34808 -2.61566 -1.38046
C -4.53957 -2.13289 -0.98043
O -5.20850 -2.59850 -0.08030
C -4.95178 -0.86821 -1.74635
N -4.21303 0.24303 -1.16047
C -2.97422 0.49100 -1.70146
O -2.54302 -0.17527 -2.62678
N -2.25987 1.54442 -1.18753
C -0.93630 1.76357 -1.76580
C 0.04939 0.76685 -1.21978
C 0.71726 -0.11182 -2.05986
C 1.62676 -1.00936 -1.53948
C 1.89166 -1.05748 -0.17159
C 3.01329 -1.94391 0.25311
O 3.62913 -2.61623 -0.55727
N 3.33471 -1.95352 1.57660
C 4.69791 -2.22468 1.97619
C 5.45762 -0.90752 2.27323
C 4.92885 0.19150 1.39101
C 4.16842 1.22031 1.91083
C 3.53978 2.13409 1.07387
C 3.63076 2.00850 -0.29967
O 3.00187 2.80870 -1.20508
C 2.19659 3.85428 -0.71990
C 4.41956 0.96854 -0.84289
O 4.45004 0.89618 -2.19916
C 5.08133 -0.21904 -2.78600
C 5.07213 0.09542 0.00759
C 1.19365 -0.19548 0.67035
C 0.28426 0.70288 0.14860
C -2.64891 2.33790 -0.12071
O -1.95838 3.26303 0.25722
C -3.91057 1.94401 0.49865
C -4.34367 2.62413 1.63800
C -5.49360 2.23650 2.28647
C -6.20743 1.14375 1.80742
C -5.79814 0.46170 0.68023
C -4.64920 0.86481 -0.00556
H -2.20236 -2.04741 2.66535
H -3.73872 -2.05082 1.75483
H -3.03770 -0.51301 2.30562
H -0.95532 -3.03876 0.96399
H -0.79441 -2.12177 -0.55828
H -2.01470 -4.18788 -1.03530
H -3.20483 -3.85685 0.25098
H -2.83544 -2.06709 -2.06479
H -6.02204 -0.68500 -1.66275
H -4.66751 -0.94142 -2.79782
H -1.01444 1.66910 -2.85020
H -0.64684 2.78208 -1.49533
H 0.52824 -0.08652 -3.12205
H 2.16255 -1.68855 -2.18543
H 2.84168 -1.31374 2.17969
H 5.15763 -2.75806 1.14211
H 4.70330 -2.87356 2.85614
H 5.31619 -0.62980 3.31941
H 6.52325 -1.06931 2.10528
H 4.04959 1.32084 2.98051
H 2.95196 2.92362 1.51341
H 1.37135 3.47966 -0.10590
H 1.79494 4.34815 -1.60330
H 2.78085 4.57678 -0.13984
H 6.16637 -0.18807 -2.63829
H 4.68669 -1.15894 -2.38912
H 4.86388 -0.15100 -3.85067
H 5.67509 -0.70250 -0.39401
H 1.34614 -0.19979 1.73958
H -0.24044 1.37429 0.81185
H -3.74395 3.45096 1.98688
H -5.83076 2.76351 3.16522
H -7.09521 0.81426 2.32576
H -6.35359 -0.40536 0.36610

=====

This record from the OMol25 dataset describes 2 unconnected molecules or ions with the total composition C6H8NO2S in a non-equilibrium geometry. The level of theory is ωB97M-V with the def2-TZVPD basis set.

Results
**Total charge**: +1
**Molecular weight**: 158.20 g/mol
**Kohn-Sham gap**: 8.24 eV
**Energy relative to the best compared isomer or geometry (same formula, charge and spin)**: 121.7 kcal/mol
**E_HOMO**: -0.4844 hartree

Element x y z (Å)
C -1.51458 -0.46863 0.05667
C -0.58147 0.48555 0.54617
C -2.00893 0.38576 1.03075
C -1.14124 -1.68397 -0.55828
C 0.30887 -1.55729 -1.05792
C 1.31943 -0.78031 -0.14116
N 0.70315 0.51758 0.20965
O 0.47444 2.94333 0.71535
O -0.96472 4.45231 2.01999
S -0.08765 3.35619 2.02654
H -1.25833 -2.48167 0.18740
H -1.77740 -2.06947 -1.32499
H 0.68800 -2.34407 -1.75601
H 0.09290 -0.74625 -1.89148
H 1.54808 -1.42263 0.69566
H 2.12880 -0.77156 -0.82298
H 0.79056 1.02214 -0.72301
H 1.28007 1.16299 0.78763

=====

This record from the OMol25 dataset describes 2 unconnected molecules or ions with the total composition C5H4N2O in a non-equilibrium geometry. The level of theory is ωB97M-V with the def2-TZVPD basis set.

Results
**Molecular weight**: 108.10 g/mol
**Kohn-Sham gap (alpha / beta)**: 7.46 / 6.88 eV
**Energy relative to the best compared isomer or geometry (same formula, charge and spin)**: 121.8 kcal/mol
**SMILES string**: C1=CC=CN=1.N#CO
**E_HOMO (alpha / beta)**: -0.3711 / -0.3672 hartree

Element x y z (Å)
C -0.27930 -0.73864 0.88319
C -1.31212 -1.33431 0.29377
C -1.82753 -0.15965 -0.37121
C -1.01175 0.96322 -0.03152
N 0.00118 0.54318 0.86741
H -1.84129 -2.35916 0.26195
H -2.56510 -0.31886 -1.15586
H -1.02903 1.97028 -0.49834
N 3.30108 -0.89820 -0.42161
C 2.86146 0.11290 -0.18953
O 2.34095 1.24399 0.06999
H 1.36146 0.97525 0.29176

=====

This record from the OMol25 dataset describes a molecular structure, C24H13AuCl4N5O2. The level of theory is ωB97M-V with the def2-TZVPD basis set.

Results
**Total charge**: -1
**Expectation value of S²**: 2.054
**Molecular weight**: 742.18 g/mol
**Kohn-Sham gap (alpha / beta)**: 6.89 / 5.62 eV
**E_HOMO (alpha / beta)**: -0.1622 / -0.1600 hartree
**Multiplicity**: 3

Element x y z (Å)
Au -0.12659 -0.31055 0.58102
Cl 4.39263 -5.77505 1.05325
C 3.76392 -4.19342 0.66678
C 2.44994 -3.90569 1.01006
C 1.88701 -2.66836 0.71727
N 0.55450 -2.32761 0.99719
C -0.30742 -3.17908 1.54934
O -0.11941 -4.29477 2.04647
C -1.76645 -2.72100 1.51578
C -2.72786 -3.45735 2.19802
C -4.05004 -3.06730 2.10875
C -4.38472 -1.96420 1.33277
C -3.36707 -1.28608 0.68826
N -2.09572 -1.66536 0.77951
C 2.67256 -1.68192 0.06065
C 3.98813 -2.00104 -0.27090
C 4.53012 -3.24080 0.03467
Cl 6.19020 -3.55192 -0.40391
N 2.11043 -0.41568 -0.12754
C 2.72407 0.50156 -0.87845
O 3.62775 0.34795 -1.71158
C 2.32538 1.95678 -0.61903
C 3.08750 2.97473 -1.18828
C 2.80396 4.28269 -0.84029
C 1.76777 4.54212 0.04774
C 1.04824 3.46387 0.53811
N 1.32798 2.20647 0.21214
H 1.85812 -4.64986 1.51354
H -2.40012 -4.31392 2.76851
H -4.81919 -3.61675 2.63773
H -5.40790 -1.62929 1.23184
H -3.56683 -0.41239 0.07865
H 4.59191 -1.27451 -0.78731
H 3.88063 2.71141 -1.87217
H 3.38851 5.09773 -1.25091
H 1.51914 5.55109 0.35021
H 0.20114 3.60542 1.20343
Cl -2.94645 3.56732 1.37396
C -2.78335 2.99333 -0.25496
C -3.43426 3.68239 -1.25079
C -3.32271 3.24691 -2.56668
C -2.55714 2.12948 -2.86752
C -1.88949 1.44509 -1.86921
Cl -0.97562 0.06529 -2.35891
C -1.95475 1.84117 -0.49200
N -1.36339 1.28134 0.55703
H -4.02635 4.55082 -0.99727
H -3.83248 3.77968 -3.35853
H -2.46622 1.77923 -3.88645

=====

This record from the OMol25 dataset describes a molecular structure, C3H6OS2 in a non-equilibrium geometry. The level of theory is ωB97M-V with the def2-TZVPD basis set.

Results
**Molecular weight**: 122.21 g/mol
**Kohn-Sham gap**: 8.04 eV
**Energy relative to the best compared isomer or geometry (same formula, charge and spin)**: 89.9 kcal/mol
**E_HOMO**: -0.3182 hartree

Element x y z (Å)
C -1.63893 -0.24871 -0.32690
C -0.55162 -0.51485 0.75496
C 0.58279 0.05554 0.08981
H -3.65760 0.37137 -0.58669
H -1.44587 -0.54039 -1.40452
H -1.57023 0.81680 -0.44023
H -0.24132 -1.59420 0.92492
H -0.75316 0.09983 1.63028
H 3.09830 -0.61096 -0.53365
O -2.97536 -0.58298 -0.05051
S 1.77485 -1.11917 -0.13936
S 0.60136 1.76727 -0.00398

=====

This record from the OMol25 dataset describes a molecular structure, C4H7NO. The level of theory is ωB97M-V with the def2-TZVPD basis set.

Results
**Molecular weight**: 85.11 g/mol
**Kohn-Sham gap**: 8.64 eV
**Energy relative to the best compared isomer or geometry (same formula, charge and spin)**: 51.7 kcal/mol
**E_HOMO**: -0.2902 hartree

Element x y z (Å)
C 0.13072 -0.15792 1.75837
C 0.14178 -0.00776 0.27609
C 1.01301 -0.53805 -0.84762
N -0.13894 -0.28374 -1.77784
C -0.75906 0.31418 -0.66850
O -1.93446 0.96309 -0.76189
H -0.79533 0.25335 2.17793
H 0.16065 -1.21912 2.04093
H 0.96841 0.33907 2.26195
H -2.02368 1.50536 0.03254
H 1.32366 -1.58739 -0.81331
H 1.87007 0.09644 -1.10426
H 0.04315 0.32250 -2.57439